No. 1
# C9H9N

C9H9N in the gas phase (ωB97M-V/def2-TZVPD, the OMol25 dataset).

Geometry (Å):
1 C -0.1229 -1.7930 -2.3717
2 C 0.6844 -1.6918 -1.3083
3 C 0.4243 -1.1130 -0.0667
4 C 1.0826 -1.4594 1.0746
5 C 1.0296 -0.6491 2.2524
6 N 0.3753 0.4785 2.4615
7 C -0.3864 0.6838 1.3696
8 C -0.6271 0.0528 0.2091
9 C -1.3243 1.4009 0.3968
10 C -0.9077 2.6401 -0.2544
11 H 0.4537 -2.2170 -3.2971
12 H -1.1060 -1.4735 -2.4669
13 H 1.7752 -1.8627 -1.5853
14 H 1.8150 -2.2246 0.8538
15 H 1.6127 -1.0098 3.0988
16 H -2.3805 1.4466 0.7117
17 H -0.2779 2.2339 -0.9959
18 H -0.3735 3.2789 0.4572
19 H -1.7464 3.2785 -0.5391

The total charge is 0. Its spin multiplicity is 1. As for the relative energy (zero: lowest compared OMol25 entry of this formula, charge and spin): 107.0 kcal/mol. For the HOMO energy, the calculation gives -9.0 eV. As for the SMILES: C=Cc1ccnc2c1[C@@H]2C. Its calculated total energy is -10963.79924 eV.



No. 2
# C4H12AgI2N4O8

A molecular structure, C4H12AgI2N4O8 (ωB97M-V/def2-TZVPD, the OMol25 dataset).

Geometry (Å):
1 Ag -0.1296 -1.1970 0.8533
2 I -2.8845 -2.2271 0.8482
3 I 2.4933 0.0962 0.5386
4 C -0.6162 3.0272 -0.3581
5 N -0.8125 2.3052 0.9251
6 O -0.7991 2.8942 1.9693
7 O -1.0885 1.1032 0.8905
8 H -1.5638 2.7574 -0.8243
9 H 0.3168 2.6810 -0.8029
10 H -0.5661 4.1060 -0.2109
11 C -0.5405 1.7119 4.6835
12 N 0.0381 0.3321 4.4405
13 O 0.3707 -0.3707 5.4277
14 O 0.0590 -0.1232 3.2595
15 H -0.7723 1.8016 5.7448
16 H -1.4547 1.8545 4.1073
17 H 0.2318 2.4292 4.4057
18 C 2.1668 -2.8902 -2.3507
19 N 1.3095 -3.5612 -1.2940
20 O 1.3175 -4.7615 -1.3940
21 O 0.6113 -2.8697 -0.5765
22 H 1.9839 -3.4397 -3.2742
23 H 3.1782 -2.9944 -1.9579
24 H 1.9431 -1.8379 -2.5259
25 C -0.3949 -0.2740 -3.8077
26 N -1.0191 0.0282 -2.4593
27 O -1.8695 0.8452 -2.3832
28 O -0.5995 -0.4918 -1.4303
29 H -1.2265 -0.3228 -4.5107
30 H 0.1747 -1.2002 -3.7309
31 H 0.1425 0.5882 -4.2026

The total charge is +1. Its spin multiplicity is 3. For the HOMO energy (alpha / beta), the calculation gives -12.9 / -12.7 eV. Its calculated total energy is -46864.14646 eV.



No. 3
# C41H41GaP2Si

A molecular structure, C41H41GaP2Si (ωB97M-V/def2-TZVPD, the OMol25 dataset).

Geometry (Å):
1 C 0.7409 -0.9482 -4.0421
2 C -0.2912 -1.3643 -3.1882
3 C -1.5829 -1.5169 -3.7110
4 C -1.8310 -1.2757 -5.0604
5 C -0.7943 -0.8803 -5.9060
6 C 0.4919 -0.7132 -5.3924
7 P 0.0165 -1.6258 -1.4013
8 C -1.2628 -2.8732 -0.9801
9 C -2.3522 -2.4860 -0.1920
10 C -3.3670 -3.3973 0.0994
11 C -3.2948 -4.7025 -0.3870
12 C -2.2037 -5.0969 -1.1647
13 C -1.1918 -4.1868 -1.4623
14 Ga 0.0000 0.0000 0.0000
15 P 0.0125 1.5695 -1.5024
16 C -1.3256 1.7062 -2.7411
17 C -1.1554 2.0872 -4.0747
18 C -2.2587 2.1757 -4.9250
19 C -3.5375 1.8886 -4.4514
20 C -3.7135 1.4905 -3.1237
21 C -2.6138 1.3908 -2.2773
22 C -0.2426 3.0460 -0.4459
23 C 0.6072 3.1646 0.6684
24 C 0.4434 4.2122 1.5711
25 C -0.5653 5.1559 1.3686
26 C -1.4084 5.0476 0.2614
27 C -1.2530 3.9963 -0.6419
28 C 1.5778 1.9878 -2.3575
29 C 2.6594 1.1095 -2.2173
30 C 3.8926 1.4091 -2.7953
31 C 4.0569 2.5968 -3.5085
32 C 2.9918 3.4934 -3.6266
33 C 1.7597 3.1953 -3.0476
34 C 1.5892 -2.5749 -1.3904
35 C 2.0088 -3.3614 -2.4745
36 C 3.1987 -4.0849 -2.4004
37 C 3.9784 -4.0350 -1.2442
38 C 3.5623 -3.2614 -0.1596
39 C 2.3765 -2.5322 -0.2306
40 H 1.3973 2.4306 0.8197
41 H 1.1006 4.2902 2.4325
42 H -0.6941 5.9735 2.0720
43 H -2.1923 5.7828 0.1010
44 H -1.9167 3.9118 -1.4967
45 H -0.1626 2.2968 -4.4573
46 H -2.1143 2.4632 -5.9628
47 H -4.3937 1.9611 -5.1162
48 H -4.7056 1.2492 -2.7526
49 H -2.7322 1.0568 -1.2485
50 H 2.5209 0.2020 -1.6334
51 H 4.7247 0.7199 -2.6807
52 H 5.0174 2.8337 -3.9576
53 H 3.1263 4.4297 -4.1612
54 H 0.9440 3.9100 -3.1146
55 H 1.4123 -3.4021 -3.3806
56 H 3.5158 -4.6867 -3.2478
57 H 4.9068 -4.5971 -1.1899
58 H 4.1622 -3.2222 0.7452
59 H 2.0436 -1.9290 0.6110
60 H -2.3771 -1.4734 0.2025
61 H -4.2057 -3.0899 0.7176
62 H -4.0803 -5.4157 -0.1526
63 H -2.1375 -6.1166 -1.5342
64 H -0.3427 -4.5020 -2.0609
65 H -2.3920 -1.8318 -3.0599
66 H -2.8378 -1.3939 -5.4503
67 H -0.9897 -0.6965 -6.9587
68 H 1.3048 -0.3991 -6.0412
69 H 1.7454 -0.8219 -3.6548
70 H -0.0542 0.1311 -9.0350
71 H 0.6876 0.1293 -8.9850
72 C -1.5240 0.8801 5.7946
73 Si 0.0000 0.0000 5.1739
74 C 1.5239 0.8804 5.7945
75 C 0.0000 -1.7598 5.7949
76 C 0.0000 0.0000 3.3039
77 C 0.0000 0.0000 2.0000
78 H -1.5238 0.8802 6.9040
79 H -2.4293 0.3567 5.4247
80 H -1.5233 1.9259 5.4243
81 H 1.5239 0.8807 6.9039
82 H 2.4293 0.3570 5.4245
83 H 1.5231 1.9260 5.4237
84 H -0.9060 -2.2822 5.4248
85 H 0.9059 -2.2822 5.4248
86 H -0.0001 -1.7595 6.9043

The total charge is +2. Its spin multiplicity is 1. For the HOMO energy, the calculation gives -14.3 eV. Its calculated total energy is -121997.78975 eV.



No. 4
# C4H6O2

C4H6O2 in the gas phase (ωB97M-V/def2-TZVPD, the OMol25 dataset).

Geometry (Å):
1 O 0.8203 2.0455 -0.6729
2 C 0.4797 1.0408 -0.0996
3 C -0.9730 0.5184 0.0828
4 C -0.8040 -0.9798 -0.2323
5 O 0.6177 -1.1084 -0.5465
6 C 1.3709 -0.1375 0.2454
7 H -1.5966 1.0631 -0.6278
8 H -1.3305 0.7065 1.1040
9 H -0.9991 -1.6624 0.6028
10 H -1.5023 -1.3043 -1.0405
11 H 2.3722 -0.0240 -0.1893
12 H 1.5446 -0.1580 1.3738

The total charge is 0. Its spin multiplicity is 1. As for the relative energy (zero: lowest compared OMol25 entry of this formula, charge and spin): 36.3 kcal/mol. For the HOMO energy, the calculation gives -9.5 eV. As for the SMILES: O=C1CCOC1. Its calculated total energy is -8338.88537 eV.



No. 5
# C31H30MgN5O4S

A molecular structure, C31H30MgN5O4S (ωB97M-V/def2-TZVPD, the OMol25 dataset).

Geometry (Å):
1 Mg 2.0810 -0.2322 -0.0716
2 N -1.8188 2.5735 2.2553
3 C -0.7410 1.8059 2.4832
4 N 0.3827 1.8746 1.8471
5 C 0.4780 2.7930 0.8066
6 N 1.5268 2.8835 0.0639
7 N 2.4364 1.8448 0.2609
8 C 3.6498 2.1688 0.4232
9 C 4.6529 1.0719 0.5508
10 C 5.9885 1.3457 0.7309
11 C 6.8745 0.2842 0.8594
12 C 6.3917 -1.0080 0.8076
13 C 5.0346 -1.2021 0.6130
14 N 4.1724 -0.1902 0.4849
15 C -0.6204 3.7422 0.5688
16 C -0.5408 4.7757 -0.3696
17 C -1.5980 5.6408 -0.5400
18 C -2.7582 5.4852 0.2283
19 C -2.8553 4.4721 1.1536
20 C -1.7768 3.6040 1.3182
21 H -2.6482 2.4411 2.8088
22 H -0.8531 1.0799 3.2823
23 H 3.9590 3.2067 0.4865
24 H 6.3278 2.3731 0.7749
25 H 7.9322 0.4701 0.9926
26 H 7.0487 -1.8605 0.9110
27 H 4.6120 -2.1953 0.5494
28 H 0.3697 4.8773 -0.9473
29 H -1.5316 6.4442 -1.2625
30 H -3.5870 6.1707 0.1011
31 H -3.7491 4.3519 1.7564
32 C -4.6371 3.1367 -2.8047
33 C -3.4670 2.2615 -2.4326
34 C -2.2561 2.3913 -3.1060
35 C -1.1787 1.5736 -2.8084
36 C -1.3137 0.6230 -1.8088
37 C -2.5105 0.4700 -1.1123
38 C -3.5752 1.2953 -1.4306
39 S -0.0041 -0.4750 -1.4653
40 O 1.2752 0.1406 -1.9065
41 O -0.2937 -1.7471 -2.0741
42 O 0.0895 -0.5110 0.0307
43 H -4.9280 2.9689 -3.8434
44 H -4.3829 4.1955 -2.7061
45 H -5.5042 2.9331 -2.1766
46 H -2.1537 3.1462 -3.8792
47 H -0.2334 1.6858 -3.3271
48 H -2.5978 -0.2799 -0.3352
49 H -4.5133 1.1883 -0.8962
50 C -3.0793 -5.0660 1.8355
51 C -1.7304 -4.6872 1.2933
52 C -0.8841 -3.8419 2.0079
53 C 0.3237 -3.4171 1.4909
54 C 1.1811 -2.5077 2.3399
55 C 0.7056 -3.8715 0.2101
56 C 1.7684 -3.2560 -0.5357
57 O 2.3466 -2.2077 -0.2240
58 C -0.1005 -4.7978 -0.4928
59 C 0.2711 -5.3562 -1.8504
60 C -1.3083 -5.1768 0.0621
61 H -3.2176 -4.7087 2.8547
62 H -3.2175 -6.1486 1.8271
63 H -3.8655 -4.6371 1.2114
64 H -1.1810 -3.5054 2.9967
65 H 0.9776 -2.6948 3.3928
66 H 0.9490 -1.4567 2.1483
67 H 2.2434 -2.6553 2.1623
68 H 2.0436 -3.7101 -1.4861
69 H 0.0104 -4.6508 -2.6444
70 H -0.2817 -6.2757 -2.0284
71 H 1.3307 -5.5876 -1.9375
72 H -1.9410 -5.8726 -0.4792

The total charge is +1. Its spin multiplicity is 1. As for the relative energy (zero: lowest compared OMol25 entry of this formula, charge and spin): 14.0 kcal/mol. For the HOMO energy, the calculation gives -10.9 eV. Its calculated total energy is -64553.89697 eV.



No. 6
# C25H51O6PSi2

A molecular structure, C25H51O6PSi2 (ωB97M-V/def2-TZVPD, the OMol25 dataset).

Geometry (Å):
1 C 5.0497 -2.2622 0.0914
2 C 4.2611 -1.4247 -0.2691
3 Si 3.0024 -0.1945 -0.7106
4 C 3.0093 0.0705 -2.5626
5 C 1.6561 0.4416 -3.2150
6 C 1.6688 1.8242 -3.8600
7 C 0.3198 2.2250 -4.4538
8 C -0.7682 2.5333 -3.4144
9 C -0.8390 4.0001 -2.9523
10 C -0.7996 4.1598 -1.4326
11 C 0.6042 4.0524 -0.8225
12 C 1.0537 2.6494 -0.3759
13 C 0.0084 1.8041 0.3539
14 C -0.4461 2.3913 1.6876
15 C 0.6584 2.3897 2.7654
16 C 0.3499 1.5309 4.0067
17 C 1.0928 0.1949 4.0265
18 C 0.4563 -0.8817 3.1252
19 O 1.5147 -0.6422 -0.1549
20 Si 0.6696 -2.0203 -0.5192
21 C -0.9722 -1.8620 0.3169
22 C -0.7825 -1.7100 1.8507
23 C -1.7120 -2.5872 2.6903
24 C -3.1622 -2.0801 2.7873
25 C -4.1545 -2.7247 1.8103
26 O -5.0045 -1.7542 1.1803
27 C -4.5367 -1.1593 0.0543
28 C -4.8084 0.3107 0.0375
29 O -3.9804 -1.7684 -0.8181
30 C 1.5135 -3.5762 0.1407
31 P 2.2693 -4.7898 -0.9473
32 O 3.6759 -5.0684 -0.6095
33 O 1.3120 -6.0715 -0.8796
34 O 1.9719 -4.3742 -2.4739
35 H 5.7667 -2.9905 0.4113
36 H 3.3500 1.0593 -0.0157
37 H 3.4762 -0.7835 -3.0636
38 H 3.7152 0.8981 -2.7144
39 H 0.8676 0.4399 -2.4562
40 H 1.3960 -0.3000 -3.9764
41 H 1.9890 2.5589 -3.1119
42 H 2.4235 1.8350 -4.6546
43 H -0.0306 1.3985 -5.0834
44 H 0.4387 3.0947 -5.1069
45 H -0.6351 1.9017 -2.5297
46 H -1.7280 2.2498 -3.8553
47 H -1.7887 4.4282 -3.2914
48 H -0.0540 4.5982 -3.4270
49 H -1.2080 5.1463 -1.1887
50 H -1.4876 3.4363 -0.9853
51 H 1.3145 4.3853 -1.5896
52 H 0.7208 4.7558 0.0072
53 H 1.4471 2.0763 -1.2207
54 H 1.9034 2.7818 0.3040
55 H -0.8492 1.6256 -0.3052
56 H 0.4398 0.8104 0.5369
57 H -1.2721 1.7694 2.0533
58 H -0.8633 3.3933 1.5488
59 H 1.5672 1.9899 2.3022
60 H 0.8786 3.4143 3.0711
61 H 0.6514 2.0955 4.8942
62 H -0.7277 1.3461 4.0613
63 H 2.1304 0.3565 3.7136
64 H 1.1453 -0.1863 5.0506
65 H 0.9789 -0.9939 2.1709
66 H 0.4599 -1.8607 3.6082
67 H -0.5852 -0.6358 2.8997
68 H 0.4688 -2.1058 -1.9839
69 H -1.5633 -2.7562 0.0977
70 H -1.4983 -0.9925 -0.0853
71 H 0.2506 -1.9289 2.1457
72 H -0.9489 -0.6642 2.1257
73 H -1.3050 -2.6404 3.7049
74 H -1.7067 -3.6146 2.3068
75 H -3.1702 -0.9954 2.6385
76 H -3.5237 -2.2610 3.8028
77 H -4.8320 -3.3895 2.3478
78 H -3.6490 -3.3271 1.0530
79 H -5.6993 0.5655 0.6069
80 H -3.9503 0.8175 0.4898
81 H -4.8975 0.6466 -0.9959
82 H 2.2755 -3.3274 0.8840
83 H 0.7117 -4.1117 0.6620
84 H 0.6608 -6.0930 -1.5895
85 H 2.3945 -3.5424 -2.7223

The total charge is 0. Its spin multiplicity is 1. As for the relative energy (zero: lowest compared OMol25 entry of this formula, charge and spin): 153.1 kcal/mol. For the HOMO energy, the calculation gives -8.4 eV. Its calculated total energy is -64078.45392 eV.



No. 7
# C5H8FN

A molecular structure, C5H8FN (ωB97M-V/def2-TZVPD, the OMol25 dataset).

Geometry (Å):
1 C 0.0531 0.9381 -1.7190
2 C -2.7573 2.7927 0.3280
3 C 0.4098 0.6746 -0.6079
4 C 2.1183 -0.5250 0.6798
5 C 0.9232 0.4239 0.7277
6 N -1.7007 2.4950 0.6267
7 F 1.3298 1.6155 1.3078
8 H -1.9950 -1.8316 -0.0073
9 H -0.2985 1.1383 -2.6879
10 H -3.7422 3.0677 0.0498
11 H -1.8083 -1.3602 -0.6004
12 H 2.9054 -0.0768 0.0752
13 H 1.8230 -1.4720 0.2358
14 H 2.5000 -0.6965 1.6840
15 H 0.1164 0.0389 1.3684

The total charge is 0. Its spin multiplicity is 1. As for the relative energy (zero: lowest compared OMol25 entry of this formula, charge and spin): 76.2 kcal/mol. For the HOMO energy, the calculation gives -10.0 eV. Its calculated total energy is -9518.48597 eV.



No. 8
# C5H10O2

2 unconnected molecules or ions with the total composition C5H10O2 (ωB97M-V/def2-TZVPD, the OMol25 dataset).

Geometry (Å):
1 O -0.6569 -1.0198 0.8719
2 C 0.5779 -0.4307 1.2370
3 C 0.4424 0.8434 2.0178
4 C 1.1899 1.5458 1.1705
5 C 1.3576 0.4199 0.1707
6 H -0.4720 -1.9000 0.5199
7 H 1.2152 -1.1715 1.7388
8 H -0.0408 1.0346 2.9733
9 H 1.6001 2.5538 1.1985
10 H 2.3849 0.1091 -0.0547
11 H 0.7981 0.5569 -0.7611
12 C -1.4017 -0.6404 -2.1231
13 O -1.3869 0.6027 -1.4636
14 H -2.2851 -1.2468 -1.8732
15 H -0.5052 -1.2497 -1.9183
16 H -1.4248 -0.4268 -3.1944
17 H -1.3927 0.4194 -0.5099

The total charge is 0. Its spin multiplicity is 1. As for the relative energy (zero: lowest compared OMol25 entry of this formula, charge and spin): 72.9 kcal/mol. For the HOMO energy, the calculation gives -9.8 eV. As for the SMILES: O[C@@H]1C=CC1.CO. Its calculated total energy is -9439.88036 eV.